# 1
Here is 4 unconnected molecules or ions with the total composition C2H13NO3S at a distorted geometry from OMol25. Energies are from ωB97M-V/def2-TZVPD.

```
! wB97M-V def2-TZVPD RIJCOSX def2/J DEFGRID3
* xyz 0 1
N 2.389 0.903 -1.219
C 1.047 0.291 -1.743
C 0.180 -0.167 -0.503
S -1.524 0.692 -0.577
H 2.969 0.368 -0.659
H 3.007 1.414 -1.921
H 1.274 -0.611 -2.335
H 0.761 1.096 -2.468
H -0.087 -1.163 -0.201
H 0.853 0.171 0.302
H -1.377 1.136 0.625
O -6.660 -2.318 2.542
H -5.674 -2.297 2.410
H -6.794 -1.864 1.729
O 6.074 -1.844 -1.077
H 6.467 -2.643 -1.510
H 5.724 -2.341 -0.274
O -3.138 2.918 2.352
H -3.101 3.660 1.830
H -2.388 2.599 2.697
*
```

## Properties
- SMILES string: NCCS.O.O.O
- Energy: -20750.42398 eV
- Orbital gap: 9.6 eV

=====

# 2
Here is 5 unconnected molecules or ions with the total composition C2H13NO4 at a distorted geometry from OMol25. Energies are from ωB97M-V/def2-TZVPD.

```
! wB97M-V def2-TZVPD RIJCOSX def2/J DEFGRID3
* xyz 0 1
C -0.202 1.831 0.226
C 0.619 2.248 -0.720
N 1.724 1.544 -1.205
H -0.030 0.862 0.682
H -1.046 2.359 0.655
H 0.506 3.194 -1.257
H 1.825 0.588 -0.884
H 1.811 1.619 -2.210
O 2.430 -1.333 -0.700
H 2.169 -1.762 0.137
H 3.225 -1.814 -0.951
O -4.312 3.023 0.929
H -4.770 2.246 1.265
H -3.883 2.754 0.112
O 1.183 -2.290 1.692
H 1.046 -1.380 1.980
H 0.374 -2.532 1.216
O -0.540 -3.562 -0.288
H -0.756 -4.499 -0.268
H -1.372 -3.095 -0.412
*
```

## Properties
- SMILES string: C=CN.O.O.O.O
- Energy: -11964.49759 eV
- Orbital gap: 8.4 eV

=====

# 3
Here is 5 unconnected molecules or ions with the total composition C2H13NO4 at a distorted geometry from OMol25. Energies are from ωB97M-V/def2-TZVPD.

```
! wB97M-V def2-TZVPD RIJCOSX def2/J DEFGRID3
* xyz 0 1
C 2.611 -1.841 -1.763
N 1.765 -1.077 -1.258
C 1.029 0.122 -1.540
H 3.597 -2.021 -1.313
H 2.364 -2.398 -2.687
H 1.663 0.820 -2.055
H 0.696 0.567 -0.603
H 0.188 -0.020 -2.243
O -0.835 1.337 2.508
H -1.170 1.953 1.850
H -0.813 0.466 2.059
O -0.349 -1.391 1.572
H -0.891 -1.772 0.869
H -0.572 -1.793 2.414
O -1.898 4.042 1.834
H -1.272 4.102 2.563
H -2.507 4.776 1.953
O -1.240 -2.088 -1.033
H -0.408 -1.891 -1.477
H -1.958 -1.895 -1.652
*
```

## Properties
- SMILES string: C=NC.O.O.O.O
- Energy: -11962.86124 eV
- Orbital gap: 8.7 eV

=====

# 4
Here is 5 unconnected molecules or ions with the total composition C2H13NO4 at a distorted geometry from OMol25. Energies are from ωB97M-V/def2-TZVPD.

```
! wB97M-V def2-TZVPD RIJCOSX def2/J DEFGRID3
* xyz 0 1
C 1.811 1.907 -0.857
N 0.906 2.015 -0.002
C -0.266 2.793 -0.300
H 2.661 1.271 -0.625
H 1.882 2.457 -1.797
H -0.409 3.432 0.572
H -0.118 3.445 -1.168
H -1.135 2.171 -0.448
O -0.974 -0.658 -0.830
H -0.179 -1.087 -1.149
H -1.136 -0.903 0.091
O -1.691 -1.586 1.899
H -0.811 -1.250 2.169
H -2.083 -1.659 2.781
O -0.007 -3.048 -2.283
H -0.421 -3.696 -2.861
H -0.694 -2.443 -1.976
O 0.720 -0.177 2.215
H 0.639 0.389 1.427
H 1.644 -0.444 2.216
*
```

## Properties
- SMILES string: C=NC.O.O.O.O
- Energy: -11964.40188 eV
- Orbital gap: 10.9 eV

=====

# 5
Here is 5 unconnected molecules or ions with the total composition C2H13NO4 at a distorted geometry from OMol25. Energies are from ωB97M-V/def2-TZVPD.

```
! wB97M-V def2-TZVPD RIJCOSX def2/J DEFGRID3
* xyz 0 1
C 0.971 1.179 -1.438
C 1.206 -0.112 -1.694
N 0.217 -1.030 -1.999
H -0.015 1.636 -1.450
H 1.802 1.863 -1.387
H 2.177 -0.595 -1.599
H -0.733 -0.726 -2.092
H 0.376 -2.017 -2.043
O -3.670 -0.245 0.342
H -3.555 0.696 0.518
H -2.787 -0.629 0.443
O 3.124 2.301 0.891
H 2.206 2.259 0.588
H 3.056 1.701 1.647
O 0.846 0.681 2.037
H 0.869 0.116 1.256
H 0.788 0.130 2.820
O -2.014 -2.492 0.830
H -2.836 -2.573 1.347
H -2.276 -2.838 -0.031
*
```

## Properties
- SMILES string: C=CN.O.O.O.O
- Energy: -11964.33724 eV
- Orbital gap: 8.7 eV

=====

# 6
Here is 5 unconnected molecules or ions with the total composition C2H13NO4 at a distorted geometry from OMol25. Energies are from ωB97M-V/def2-TZVPD.

```
! wB97M-V def2-TZVPD RIJCOSX def2/J DEFGRID3
* xyz 0 1
C -0.340 0.367 2.688
N 0.213 0.194 1.554
C 1.134 -0.877 1.264
H -0.861 1.308 2.825
H -0.334 -0.346 3.509
H 0.767 -1.868 1.488
H 2.144 -0.608 1.783
H 1.414 -0.840 0.189
O -0.804 0.530 -2.760
H -0.530 0.429 -1.841
H -0.539 1.414 -3.079
O -2.051 1.772 -0.216
H -1.564 1.662 0.608
H -2.557 2.586 -0.164
O 2.393 1.059 -1.652
H 2.717 0.154 -1.541
H 1.553 0.881 -2.112
O -1.103 -3.023 -0.798
H -1.103 -2.357 -1.506
H -0.549 -2.439 -0.240
*
```

## Properties
- SMILES string: C=NC.O.O.O.O
- Energy: -11963.41619 eV
- Orbital gap: 10.5 eV

=====

# 7
Here is 5 unconnected molecules or ions with the total composition C2H13NO5 at a distorted geometry from OMol25. Energies are from ωB97M-V/def2-TZVPD.

```
! wB97M-V def2-TZVPD RIJCOSX def2/J DEFGRID3
* xyz 0 1
N 0.827 -1.775 -0.508
C -0.473 -1.404 -0.966
C -0.676 -0.034 -1.726
O 0.221 0.733 -1.906
H 1.667 -1.833 -1.223
H 1.198 -1.201 0.338
H -1.095 -1.351 -0.040
H -0.963 -2.266 -1.429
H -1.725 0.150 -1.953
O -0.058 1.713 0.906
H -0.137 1.283 0.019
H 0.559 2.424 0.851
O -1.510 -2.119 2.215
H -0.837 -2.581 1.768
H -1.169 -1.149 2.185
O 2.637 0.343 1.543
H 2.271 0.294 2.429
H 1.882 0.430 0.989
O -0.822 3.083 -1.347
H -1.123 3.104 -0.456
H -0.674 2.153 -1.691
*
```

## Properties
- SMILES string: NCC=O.O.O.O.O
- Energy: -14010.90479 eV
- Orbital gap: 10.2 eV

=====

# 8
Here is 5 unconnected molecules or ions with the total composition C2H13NO5 at a distorted geometry from OMol25. Energies are from ωB97M-V/def2-TZVPD.

```
! wB97M-V def2-TZVPD RIJCOSX def2/J DEFGRID3
* xyz 0 1
N 0.378 1.639 -0.473
C 0.651 0.957 0.738
C 2.009 0.274 0.773
O 2.193 -0.578 1.611
H -0.539 2.070 -0.402
H 1.106 2.300 -0.781
H -0.029 0.163 1.051
H 0.474 1.646 1.638
H 2.795 0.636 0.107
O -2.218 -0.923 -0.964
H -1.800 -1.539 -0.343
H -3.148 -1.032 -0.732
O 0.391 -2.691 0.413
H 1.234 -2.786 0.897
H 0.294 -1.754 0.643
O -2.220 1.069 1.460
H -2.555 0.288 1.927
H -2.739 1.045 0.646
O 0.138 0.451 -3.097
H -0.624 0.976 -3.361
H 0.320 0.759 -2.181
*
```

## Properties
- SMILES string: NCC=O.O.O.O.O
- Energy: -14011.47973 eV
- Orbital gap: 10.0 eV

=====

# 9
Here is a molecular structure, C2H14BeF6NO11S2 at a distorted geometry from OMol25. Energies are from ωB97M-V/def2-TZVPD.

```
! wB97M-V def2-TZVPD RIJCOSX def2/J DEFGRID3
* xyz 1 1
Be -0.610 0.547 0.162
C 1.009 -2.008 2.201
F 2.046 -1.192 2.351
F 1.174 -3.021 3.011
F -0.132 -1.356 2.517
S 0.962 -2.630 0.401
O 2.123 -3.444 0.221
O -0.304 -3.284 0.181
N 0.942 -1.084 -0.376
S 1.329 -1.443 -1.892
O 1.205 -2.797 -2.326
O 0.706 -0.444 -2.726
C 3.178 -0.980 -1.913
F 3.517 -1.072 -3.185
F 3.398 0.295 -1.533
F 3.932 -1.778 -1.175
O -2.074 -1.297 0.255
H -1.909 -2.099 -0.263
H -2.780 -1.532 0.865
O 1.713 1.265 1.327
H 2.251 0.467 1.367
H 2.293 1.935 0.952
O -1.511 0.896 2.439
H -1.392 0.314 3.200
H -2.195 1.514 2.705
O -3.372 1.417 0.396
H -4.090 1.681 -0.190
H -3.565 1.860 1.226
O -1.261 3.310 0.516
H -2.096 3.606 0.889
H -1.059 3.958 -0.167
O 0.948 2.027 -1.220
H 1.857 2.023 -1.546
H 0.471 2.603 -1.827
O -1.941 0.549 -2.024
H -2.427 1.346 -2.260
H -2.336 -0.150 -2.559
*
```

## Properties
- Energy: -64681.58896 eV
- Orbital gap: 8.6 eV

=====

# 10
Here is 4 unconnected molecules or ions with the total composition C2H14N2O3 at a distorted geometry from OMol25. Energies are from ωB97M-V/def2-TZVPD.

```
! wB97M-V def2-TZVPD RIJCOSX def2/J DEFGRID3
* xyz 0 1
N 0.631 -1.040 1.304
C -0.229 0.179 1.114
C 0.609 1.385 0.775
N -0.087 2.543 0.143
H 0.852 -0.961 2.295
H -0.051 -1.784 1.240
H -1.119 -0.074 0.536
H -0.749 0.445 2.058
H 1.418 1.073 0.109
H 1.123 1.763 1.669
H 0.693 3.133 -0.113
H -0.605 3.011 0.873
O 1.078 1.810 -2.486
H 0.465 1.309 -1.924
H 0.760 1.737 -3.369
O -2.331 -2.937 0.251
H -2.781 -3.656 -0.189
H -1.836 -3.334 0.972
O 0.542 -1.698 -2.105
H 0.295 -1.799 -1.187
H 1.320 -1.104 -1.966
*
```

## Properties
- SMILES string: NCCN.O.O.O
- Energy: -11423.10378 eV
- Orbital gap: 10.1 eV

=====

# 11
Here is 4 unconnected molecules or ions with the total composition C2H14N2O3 at a distorted geometry from OMol25. Energies are from ωB97M-V/def2-TZVPD.

```
! wB97M-V def2-TZVPD RIJCOSX def2/J DEFGRID3
* xyz 0 1
N -0.575 -0.499 -2.433
C 0.594 0.173 -1.811
C 0.160 1.407 -1.042
N -0.678 1.128 0.141
H -1.279 -0.688 -1.735
H -0.245 -1.385 -2.798
H 1.226 0.480 -2.648
H 1.220 -0.525 -1.243
H 1.063 1.968 -0.791
H -0.455 1.972 -1.753
H -1.047 1.995 0.496
H -1.342 0.422 -0.119
O -3.064 -2.156 1.220
H -2.658 -2.376 2.061
H -2.401 -2.094 0.531
O 2.423 0.408 1.427
H 1.692 0.547 0.815
H 3.215 0.533 0.895
O 0.433 -0.649 2.799
H 0.371 0.262 3.092
H 1.346 -0.926 2.893
*
```

## Properties
- SMILES string: NCCN.O.O.O
- Energy: -11423.28629 eV
- Orbital gap: 10.1 eV

=====

# 12
Here is 4 unconnected molecules or ions with the total composition C2H14N2O3 at a distorted geometry from OMol25. Energies are from ωB97M-V/def2-TZVPD.

```
! wB97M-V def2-TZVPD RIJCOSX def2/J DEFGRID3
* xyz 1 2
C 0.326 0.830 1.418
C -0.532 -0.386 1.173
N -1.440 -0.370 0.066
N 1.521 0.689 2.270
H 0.769 1.191 0.481
H -0.357 1.594 1.804
H 0.169 -1.250 1.193
H -1.125 -0.609 2.089
H -1.555 -1.345 -0.196
H -1.183 0.264 -0.689
H 2.243 1.344 1.990
H 1.192 0.959 3.193
H 2.542 -0.905 2.386
H 2.894 -2.077 1.400
O 2.739 -1.857 2.330
H -4.358 2.617 -4.897
H -3.059 3.237 -5.419
O -3.551 3.056 -4.614
H 0.130 -1.459 -1.641
H 1.162 -2.192 -2.505
O 0.927 -1.989 -1.590
*
```

## Properties
- Expectation value of S²: 0.75
- Energy: -11413.92493 eV
- Orbital gap (spin up / spin down): 10.1 / 4.4 eV